# 1
Below is an isolated molecule of C4H7NO, with properties calculated with ωB97M-V/def2-TZVPD.

## Properties
- E_tot: -286.51545 Ha
- E_HOMO: -9.376 eV
- Structure (SMILES): C[C@@]1(C=O)CN1
- Energy relative to the best compared isomer or geometry (same formula, charge and spin): 3.162 eV
- Orbital gap: 10.304 eV

```
! RIJCOSX wB97M-V def2-TZVPD def2/J DEFGRID3
* xyz 0 1
C 1.409 -0.529 -0.083
C -0.071 -0.082 -0.118
C -0.320 1.403 0.041
N -0.408 0.760 -1.254
C -1.058 -0.912 0.574
O -2.229 -0.998 0.276
H 1.546 -1.005 -1.050
H 2.210 0.241 -0.024
H 1.615 -1.231 0.734
H -1.241 1.798 0.491
H 0.706 1.385 0.404
H -1.391 0.577 -1.485
H -0.623 -1.427 1.458
*
```

=====

# 2
Below is the ion C3H10N3S with charge +1, with properties calculated with ωB97M-V/def2-TZVPD.

## Properties
- E_tot: -682.50237 Ha
- E_HOMO: -12.885 eV
- Structure (SMILES): C[C@@H](S)[NH+]=C(N)N
- Energy relative to the best compared isomer or geometry (same formula, charge and spin): 1.037 eV
- Orbital gap: 9.620 eV

```
! RIJCOSX wB97M-V def2-TZVPD def2/J DEFGRID3
* xyz 1 1
C 1.321 0.325 0.102
C -2.054 -1.417 -0.156
C -1.085 -0.052 -0.230
N 2.430 0.048 0.848
N 1.283 1.223 -0.933
N 0.172 -0.308 0.494
S -2.026 1.401 0.376
H -2.696 -1.728 0.636
H -2.774 -1.353 -0.916
H -1.226 -2.173 -0.181
H -1.010 0.162 -1.227
H 3.235 0.510 0.477
H 2.433 -0.606 1.627
H 2.117 1.781 -1.250
H 0.478 1.300 -1.620
H 0.273 -1.038 1.190
H -0.870 1.925 0.763
*
```

=====

# 3
Below is a structure of composition C26H27FeN5O4S3Se2, with properties calculated with ωB97M-V/def2-TZVPD.

## Properties
- E_tot: -8842.86464 Ha
- E_HOMO: -1.673 eV
- Orbital gap: 5.789 eV

```
! RIJCOSX wB97M-V def2-TZVPD def2/J DEFGRID3
* xyz -2 1
Fe -0.707 -0.343 -0.134
S -2.981 -1.808 -3.778
C -2.182 -1.262 -2.389
S -2.100 -2.032 -0.873
S -1.310 0.251 -2.324
C -0.865 3.321 -1.207
C -0.221 3.441 0.149
C -0.343 4.615 0.893
C 0.261 4.738 2.133
C 0.997 3.676 2.643
C 1.127 2.487 1.939
C 1.865 1.310 2.523
C 0.508 2.391 0.690
N 0.628 1.157 -0.028
C 1.778 0.866 -0.509
C 2.934 1.825 -0.638
C 1.946 -0.501 -1.030
C 3.302 -0.913 -1.540
N 0.913 -1.249 -0.977
C 1.022 -2.599 -1.487
C 0.912 -2.846 -2.861
C 0.773 -1.763 -3.901
C 0.965 -4.166 -3.300
C 1.156 -5.213 -2.417
C 1.352 -4.936 -1.076
C 1.307 -3.634 -0.587
C 1.599 -3.396 0.868
H -1.084 4.310 -1.612
H -1.797 2.752 -1.153
H -0.229 2.782 -1.911
H -0.915 5.438 0.479
H 0.153 5.652 2.706
H 1.466 3.757 3.618
H 2.077 1.487 3.577
H 2.817 1.130 2.010
H 1.254 0.402 2.434
H 2.699 2.790 -0.197
H 3.172 1.975 -1.694
H 3.831 1.430 -0.156
H 4.042 -0.822 -0.740
H 3.627 -0.273 -2.364
H 3.289 -1.942 -1.883
H -0.276 -1.524 -4.083
H 1.213 -2.111 -4.839
H 1.263 -0.835 -3.607
H 0.854 -4.360 -4.361
H 1.174 -6.236 -2.776
H 1.552 -5.738 -0.374
H 2.287 -4.165 1.230
H 0.677 -3.448 1.459
H 2.028 -2.412 1.050
Se -2.015 1.630 4.367
N -3.677 1.925 3.836
C -3.697 1.616 2.560
C -4.859 1.680 1.724
C -4.704 1.286 0.455
C -3.423 0.817 -0.032
N -2.326 0.765 0.646
C -2.439 1.180 1.976
N -1.414 1.196 2.785
H -5.806 2.020 2.124
H -5.538 1.281 -0.236
H -3.362 0.466 -1.051
O -0.931 -1.350 4.174
Se -1.356 -1.881 2.674
O -1.107 -3.495 2.521
O -0.267 -1.151 1.583
O -2.892 -1.438 2.301
*
```

=====

# 4
Below is an isolated molecule of H2N2O3, with properties calculated with ωB97M-V/def2-TZVPD.

## Properties
- E_tot: -336.19990 Ha
- E_HOMO: -10.926 eV
- Structure (SMILES): O=[N+]([O-])NO
- Energy relative to the best compared isomer or geometry (same formula, charge and spin): 1.773 eV
- Orbital gap: 10.755 eV

```
! RIJCOSX wB97M-V def2-TZVPD def2/J DEFGRID3
* xyz 0 1
H -1.027 0.983 -1.071
H -0.053 0.256 1.376
N -0.520 -0.028 0.568
N 0.486 -0.680 -0.189
O -0.576 1.372 -0.071
O 1.356 -1.087 0.672
O 0.334 -0.815 -1.284
*
```

=====

# 5
Below is a structure of composition C31H50BrHgN3OP2, with properties calculated with ωB97M-V/def2-TZVPD.

## Properties
- E_tot: -4860.18819 Ha
- E_HOMO: -12.997 eV
- Energy relative to the best compared isomer or geometry (same formula, charge and spin): 0.000 eV
- Orbital gap: 5.069 eV

```
! RIJCOSX wB97M-V def2-TZVPD def2/J DEFGRID3
* xyz 2 1
C -0.491 6.991 -6.136
C -0.601 5.612 -6.473
C -0.975 5.378 -7.822
C -1.173 6.463 -8.737
N -1.018 7.753 -8.384
C -0.701 8.016 -7.103
C -0.430 4.564 -5.469
C -0.417 3.837 -4.478
C -0.795 3.097 -3.303
C -0.082 2.829 -2.111
C -0.501 1.799 -1.240
C -1.705 0.994 -1.479
C -2.515 1.554 -2.513
C -2.075 2.495 -3.406
Hg -0.243 -0.709 -2.340
P 2.049 -1.399 -1.842
H -1.144 4.374 -8.218
H -0.253 7.310 -5.118
H -1.458 6.289 -9.797
H -0.602 9.090 -6.839
H -2.682 2.730 -4.287
H 0.821 3.417 -1.911
H -3.547 1.252 -2.509
H 0.111 1.585 -0.374
C 2.395 -2.804 -0.675
C 3.448 -3.788 -1.188
H 1.438 -3.300 -0.486
H 2.716 -2.335 0.259
H 3.539 -4.642 -0.499
H 3.207 -4.225 -2.173
H 4.458 -3.346 -1.278
C 2.722 -1.742 -3.549
C 3.526 -0.599 -4.185
H 1.842 -1.998 -4.149
H 3.333 -2.669 -3.583
H 3.457 -0.644 -5.282
H 3.182 0.396 -3.876
H 4.588 -0.680 -3.912
C 3.011 -0.088 -0.966
C 4.516 -0.352 -0.778
H 2.499 0.013 0.008
H 2.853 0.850 -1.524
H 5.022 0.570 -0.447
H 4.734 -1.102 -0.002
H 5.032 -0.668 -1.698
Br -3.028 0.190 -0.358
P -2.321 -3.053 -3.745
C -0.529 -3.325 -3.783
C -0.173 -4.757 -4.167
H -0.123 -3.120 -2.781
H -0.084 -2.593 -4.462
H 0.889 -4.833 -4.426
H -0.386 -5.429 -3.327
H -0.777 -5.058 -5.027
C -2.957 -2.883 -2.086
C -4.332 -3.498 -1.844
H -3.022 -1.805 -1.921
H -2.190 -3.220 -1.399
H -4.495 -3.551 -0.763
H -5.114 -2.865 -2.285
H -4.391 -4.503 -2.271
C -2.587 -1.397 -4.470
C -2.889 -1.621 -5.950
H -1.708 -0.757 -4.314
H -3.402 -0.897 -3.942
H -3.291 -0.714 -6.413
H -1.985 -1.933 -6.487
H -3.631 -2.424 -6.039
C -1.437 1.601 2.061
N -0.481 1.397 3.102
C -0.917 1.684 4.427
C 0.008 1.048 5.439
C 1.385 1.518 5.115
N 1.720 1.070 3.755
C 3.111 1.074 3.365
C 0.822 1.149 2.733
O 1.154 1.006 1.534
H -0.928 1.825 1.124
H -2.135 2.392 2.332
H -1.996 0.683 1.905
H -0.949 2.785 4.586
H -1.927 1.279 4.565
H -0.017 -0.042 5.386
H -0.247 1.363 6.451
H 2.139 1.110 5.789
H 1.478 2.622 5.181
H 3.435 2.082 3.084
H 3.686 0.695 4.209
H 3.282 0.427 2.508
*
```

=====

# 6
Below is a structure of composition C16H20F5N3OPdTe, with properties calculated with ωB97M-V/def2-TZVPD.

## Properties
- E_tot: -1756.37414 Ha
- E_HOMO (alpha / beta): -7.566 / -7.567 eV
- Energy relative to the best compared isomer or geometry (same formula, charge and spin): 2.494 eV
- Orbital gap (alpha / beta): 5.703 / 5.706 eV

```
! RIJCOSX wB97M-V def2-TZVPD def2/J DEFGRID3
* xyz 0 1
Pd -0.349 0.009 0.097
C -1.686 -2.448 -1.051
N -0.278 -2.332 -0.642
C 0.076 -3.352 0.336
C 0.599 -2.269 -1.785
C 0.869 -3.406 -2.522
C 1.636 -3.349 -3.675
C 2.117 -2.124 -4.110
C 1.867 -0.977 -3.392
C 1.138 -1.015 -2.182
N 0.886 0.085 -1.429
C 1.503 1.301 -1.593
C 2.855 1.440 -1.940
C 3.424 2.683 -2.118
C 2.666 3.828 -1.944
C 1.348 3.720 -1.525
C 0.761 2.484 -1.319
N -0.568 2.342 -0.791
C -0.968 3.415 0.113
C -1.591 2.122 -1.815
H -1.914 -3.464 -1.401
H -1.890 -1.743 -1.863
H -2.333 -2.217 -0.199
H -0.120 -4.370 -0.028
H -0.517 -3.193 1.240
H 1.131 -3.253 0.590
H 0.459 -4.350 -2.202
H 1.840 -4.243 -4.242
H 2.683 -2.060 -5.027
H 2.216 -0.028 -3.765
H 3.467 0.553 -2.004
H 4.468 2.757 -2.385
H 3.104 4.800 -2.106
H 0.782 4.619 -1.342
H -1.296 4.311 -0.429
H -0.135 3.668 0.764
H -1.797 3.065 0.732
H -1.826 3.055 -2.348
H -2.506 1.750 -1.340
H -1.239 1.386 -2.539
F 0.833 -1.065 2.136
Te -0.620 0.103 2.801
F 0.384 1.612 2.037
F -1.589 1.369 3.862
F 0.660 0.357 4.201
F -1.133 -1.366 3.929
O -1.894 -0.137 1.609
*
```